Entry 1:
{"formula": "C2H3ClF2S", "method": "wB97M-V/def2-TZVPD", "total_charge": 0, "lumo_energy_ev": 0.82, "spin_multiplicity": 1, "max_force_ev_per_a": 3.2, "e_above_lowest_ev": 0.938, "smiles": "FC(F)[C@H](S)Cl", "total_energy_ev": -30914.2937, "gap_ha": 0.3831, "symbols": ["F", "C", "F", "C", "S", "Cl", "H", "H", "H"], "positions_angstrom": [[1.4520, 0.3640, 1.1212], [0.6880, 0.6764, 0.0486], [1.2198, 0.1604, -1.1074], [-0.7512, -0.1611, 0.4310], [-0.7406, -1.7931, -0.3516], [-1.9651, 0.8597, -0.4516], [0.7447, 1.7902, -0.1753], [-1.1102, -0.2902, 1.4573], [0.4626, -1.6063, -0.9722]], "forces_ev_per_a": [[0.8, 0.2, -0.4], [-1.4, -0.8, 0.9], [0.1, 0.0, 0.8], [0.9, 1.5, -2.7], [0.9, -0.1, 0.2], [-0.4, 0.1, 0.3], [-1.0, -1.3, 0.9], [0.8, 0.7, -0.1], [-0.8, -0.3, 0.2]], "nbo_charge": [-0.341, 0.567, -0.345, -0.394, -0.001, -0.078, 0.178, 0.250, 0.164]}

Entry 2:
{"formula": "C2H3ClF2S", "method": "wB97M-V/def2-TZVPD", "total_charge": 0, "lumo_energy_ev": 0.61, "spin_multiplicity": 1, "max_force_ev_per_a": 2.0, "e_above_lowest_ev": 0.858, "smiles": "FC(F)=CS.Cl", "total_energy_ev": -30914.3738, "gap_ha": 0.3501, "symbols": ["F", "C", "F", "C", "S", "H", "H", "Cl", "H"], "positions_angstrom": [[-2.3607, 0.0296, 0.2484], [-1.2744, -0.7400, 0.0237], [-1.6479, -1.8223, -0.6414], [-0.0395, -0.4772, 0.3866], [1.3366, -1.5025, 0.2025], [0.1077, 0.4872, 0.9027], [0.8024, -2.1241, -0.8373], [1.6120, 3.2878, 0.4737], [1.4638, 2.8615, -0.7589]], "forces_ev_per_a": [[1.1, -0.4, -0.2], [-1.1, 0.1, -0.1], [0.0, 0.0, 0.1], [-0.6, 1.7, 0.9], [0.4, -0.2, -0.1], [0.0, -0.7, -0.3], [0.1, -0.5, -0.4], [-0.1, -0.3, -0.9], [0.1, 0.3, 0.9]], "nbo_charge": [-0.309, 0.723, -0.310, -0.562, 0.066, 0.258, 0.132, -0.277, 0.278]}

Entry 3:
{"formula": "C2H3ClF2S", "method": "wB97M-V/def2-TZVPD", "total_charge": 0, "lumo_energy_ev": 0.10, "spin_multiplicity": 1, "max_force_ev_per_a": 2.8, "e_above_lowest_ev": 1.470, "smiles": "C=C(F)F.SCl", "total_energy_ev": -30913.7621, "gap_ha": 0.3472, "symbols": ["C", "C", "F", "F", "H", "H", "S", "Cl", "H"], "positions_angstrom": [[-0.2777, 0.1736, 1.3627], [-0.4027, -0.8725, 0.5160], [0.3071, -1.0844, -0.5971], [-1.2056, -1.9016, 0.6820], [0.3836, 1.0126, 1.0816], [-0.8668, 0.2812, 2.3089], [-3.7093, -0.4895, -1.1388], [-3.6187, 0.5141, 0.5838], [-3.1218, -1.7574, -0.6254]], "forces_ev_per_a": [[-0.2, -0.6, -0.7], [0.8, 1.5, 1.0], [-0.4, 0.5, 0.6], [-0.2, -0.2, 0.3], [-0.4, -0.8, 0.2], [0.5, -0.4, -1.3], [1.0, -2.6, 0.3], [-0.1, 0.4, 0.6], [-1.1, 2.3, -1.0]], "nbo_charge": [-0.598, 0.750, -0.312, -0.315, 0.234, 0.239, -0.006, -0.156, 0.163]}

Entry 4:
{"formula": "C2H3ClFI", "method": "wB97M-V/def2-TZVPD", "total_charge": 0, "lumo_energy_ev": [0.66, -3.76], "spin_multiplicity": 3, "max_force_ev_per_a": 4.5, "e_above_lowest_ev": 0.333, "total_energy_ev": -25459.1659, "gap_ha": [0.2593, 0.2469], "s_squared": 2.01, "symbols": ["C", "C", "F", "Cl", "I", "H", "H", "H"], "positions_angstrom": [[0.7510, -0.3448, -0.1493], [-0.5291, 0.2764, 0.2119], [-0.5689, 0.5465, 1.6255], [-0.7094, 1.8216, -0.5163], [-2.3293, -0.9247, -0.3884], [1.0266, -0.2214, -1.1616], [1.6051, 0.2203, 0.2649], [0.7541, -1.3738, 0.1134]], "forces_ev_per_a": [[1.3, 0.9, 0.6], [2.7, 2.3, 2.8], [0.0, -0.8, -1.2], [-0.5, 1.0, -0.8], [-2.9, -1.7, -0.9], [-0.6, -0.2, -1.5], [-0.4, -0.4, 0.7], [0.3, -1.0, 0.4]], "nbo_charge": [-0.718, 0.073, -0.400, -0.015, 0.363, 0.241, 0.234, 0.221]}

Entry 5:
{"formula": "C2H3ClFN", "method": "wB97M-V/def2-TZVPD", "total_charge": 0, "lumo_energy_ev": [0.37, 0.37], "spin_multiplicity": 1, "max_force_ev_per_a": 3.4, "e_above_lowest_ev": 2.642, "total_energy_ev": -18849.0714, "gap_ha": [0.3117, 0.3117], "symbols": ["C", "C", "N", "F", "Cl", "H", "H", "H"], "positions_angstrom": [[-0.6906, -1.5433, -0.2460], [-1.4702, 0.7522, 0.1159], [-1.2964, -0.4486, -0.0311], [-2.2308, 1.6446, -0.4276], [2.7421, 1.5902, 0.2307], [0.2033, -1.6238, -0.8991], [-1.1147, -2.3598, 0.4165], [3.8573, 1.9884, 0.8406]], "forces_ev_per_a": [[-0.6, -1.5, 1.3], [2.1, 0.8, 2.5], [-0.6, 0.8, -2.0], [-1.1, -0.6, -1.2], [1.2, 0.4, 0.7], [-0.9, 0.1, 0.6], [1.1, 0.5, -1.3], [-1.2, -0.5, -0.7]], "nbo_charge": [-0.202, 0.464, -0.383, -0.286, -0.280, 0.209, 0.198, 0.280]}

Entry 6:
{"formula": "C2H3ClFNO2", "method": "wB97M-V/def2-TZVPD", "total_charge": 0, "lumo_energy_ev": [-0.93, -0.93], "spin_multiplicity": 1, "max_force_ev_per_a": 4.5, "e_above_lowest_ev": 3.506, "total_energy_ev": -22942.7198, "gap_ha": [0.2899, 0.2898], "symbols": ["C", "C", "N", "O", "O", "F", "Cl", "H", "H", "H"], "positions_angstrom": [[-1.2116, 0.1313, -0.0092], [0.0542, 0.8268, -0.2026], [1.3218, -1.0051, 0.0979], [2.5322, -0.8458, 0.0400], [0.6412, -1.9063, 0.6036], [0.4823, 1.0396, -1.4792], [0.7434, 1.7506, 0.9262], [-1.2864, -0.2832, 0.9967], [-2.0755, 0.8784, -0.0717], [-1.2016, -0.5863, -0.9017]], "forces_ev_per_a": [[-1.3, 0.6, -1.7], [2.0, -3.4, -2.2], [-1.5, 1.6, 0.8], [-1.7, -1.0, 0.1], [2.0, 0.7, -0.9], [-1.0, 0.3, 1.5], [0.9, 1.8, 1.3], [0.3, -0.4, -0.4], [1.0, -0.9, -0.3], [-0.7, 0.6, 1.7]], "nbo_charge": [-0.725, 0.422, 0.415, -0.373, -0.413, -0.304, 0.173, 0.280, 0.249, 0.275]}

Entry 7:
{"formula": "C2H3ClN", "method": "wB97M-V/def2-TZVPD", "total_charge": 1, "lumo_energy_ev": [-7.42, -7.67], "spin_multiplicity": 1, "max_force_ev_per_a": 3.5, "e_above_lowest_ev": 6.937, "total_energy_ev": -16118.3870, "gap_ha": [0.2741, 0.2708], "symbols": ["C", "C", "N", "Cl", "H", "H", "H"], "positions_angstrom": [[-0.3859, 0.5239, 0.2662], [0.3472, 0.4178, -0.8293], [-0.2124, -1.2122, 1.4082], [-0.8353, -1.1064, 2.7924], [-0.6749, 0.7777, -1.2957], [0.7009, -0.6007, -1.1679], [1.0604, 1.1999, -1.1738]], "forces_ev_per_a": [[-0.9, 0.0, 3.1], [1.7, -1.1, -2.9], [0.3, 0.7, -1.9], [-0.5, 0.1, 1.1], [0.4, -0.5, -0.2], [-0.5, 0.9, 0.2], [-0.5, 0.0, 0.5]], "nbo_charge": [0.518, -0.940, -0.295, 0.582, 0.391, 0.355, 0.389]}

Entry 8:
{"formula": "C2H3ClN2", "method": "wB97M-V/def2-TZVPD", "total_charge": 0, "lumo_energy_ev": [-0.02, -0.02], "spin_multiplicity": 1, "max_force_ev_per_a": 7.9, "e_above_lowest_ev": 4.801, "smiles": "CC1=NN1Cl", "total_energy_ev": -17620.6074, "gap_ha": [0.3466, 0.3466], "symbols": ["C", "C", "N", "N", "Cl", "H", "H", "H"], "positions_angstrom": [[0.2906, -0.8681, -0.6433], [-0.1661, 0.3679, -0.0377], [-0.2427, 1.7717, -0.2225], [-0.9466, 1.0014, 0.8673], [-0.0452, 0.9313, 2.4501], [1.3416, -0.9212, -0.7466], [-0.1969, -0.6208, -1.6220], [-0.0346, -1.6621, -0.0453]], "forces_ev_per_a": [[-1.0, 2.0, -0.8], [0.4, 7.7, -1.6], [0.9, -6.9, 0.8], [-1.2, -0.2, 0.7], [0.3, 0.2, 0.6], [1.1, 0.2, -0.3], [0.4, -1.5, 0.3], [-0.9, -1.5, 0.2]], "nbo_charge": [-0.694, 0.413, -0.207, -0.254, -0.059, 0.267, 0.281, 0.252]}